One molecule with the formula C3H10N2O at a distorted geometry, computed with wB97M-V/def2-TZVPD.

lowest unoccupied orbital energy	1.1	eV
E_HOMO	-8.99	eV
F_max	3.6	eV Å⁻¹
electronic energy	-8296.6352	eV

Structure (ORCA input):
```
! RIJCOSX wB97M-V def2-TZVPD def2/J DEFGRID3
* xyz 0 1
C 1.49691 1.32631 0.39402
C 0.73822 0.22982 -0.33292
C 1.10435 -1.18630 0.08750
N -0.62263 0.66861 0.05848
O -1.67432 0.11473 -0.93610
N -2.70451 -0.50160 -0.20399
H 0.46003 1.95994 0.56612
H 2.33933 1.70493 -0.17578
H 1.79714 1.04392 1.39993
H 0.79308 0.35988 -1.41654
H 0.45413 -1.90761 -0.40668
H 2.13926 -1.39428 -0.18210
H 1.00773 -1.30448 1.16869
H -0.90066 0.18020 0.91446
H -3.53071 0.09283 -0.26822
H -2.89737 -1.38691 -0.66689
*
```